(1)
{
  "formula": "C19H12Cl2F2IN3O6SW",
  "method": "the ωB97M-V functional and the def2-TZVPD basis",
  "species": ["N", "C", "C", "I", "C", "C", "C", "C", "F", "H", "H", "N", "H", "C", "C", "C", "O", "O", "C", "C", "H", "O", "H", "C", "W", "C", "C", "O", "O", "H", "N", "Cl", "C", "Cl", "C", "H", "C", "H", "O", "H", "C", "H", "C", "S", "H", "H", "F"],
  "coordinates": [[0.87888, -0.50844, -2.82952], [2.32624, 3.77838, -0.14959], [2.08173, 2.41376, -0.01337], [-2.94047, 3.70806, -6.92130], [-2.57121, 1.22622, -2.76797], [-1.63440, 2.20086, -3.08542], [-3.73691, 1.68191, -4.82693], [-3.62552, 0.97712, -3.64042], [5.71162, -1.80761, -0.07816], [-4.35367, 0.22397, -3.37126], [-0.83572, 4.88473, 0.37288], [0.81884, 1.97792, 0.22992], [-0.81391, 2.40054, -2.41045], [-2.49388, 0.42127, -1.50454], [5.36768, 0.50004, -0.12056], [-0.27984, 0.18429, 3.78144], [0.99742, 0.64799, -2.31010], [-3.42696, -0.22987, -1.10366], [2.60160, 0.02377, -0.08735], [-2.78958, 2.65082, -5.13204], [3.32347, 4.12351, -0.36018], [-1.34200, 0.49706, -0.85878], [-1.01257, 3.68252, -4.50883], [1.28396, 4.67488, -0.01924], [0.47560, -0.10673, -0.28933], [4.46687, 1.54322, -0.11888], [-1.74142, 2.92186, -4.26578], [0.58670, -1.40216, -1.93499], [0.90194, -2.68317, 2.89799], [-1.15958, 2.43414, 0.56613], [0.15469, -1.52112, 0.78334], [1.31438, 0.63494, 3.15360], [3.49295, -1.04076, -0.08212], [-1.60238, 0.47227, 2.62862], [4.85043, -0.78047, -0.09228], [6.43170, 0.68338, -0.13782], [-0.18755, 2.85794, 0.36411], [-4.55175, 1.48050, -5.50815], [1.01657, -0.75771, -3.97697], [-0.47293, 0.78559, 4.66065], [0.00339, 4.21492, 0.25760], [-0.25150, -0.87497, 4.00816], [3.09082, 1.34560, -0.09338], [0.09584, -2.82734, 1.67446], [3.15573, -2.06892, -0.06023], [1.47211, 5.73457, -0.13231], [4.98481, 2.78933, -0.12640]],
  "forces_ev_per_angstrom": [[0.0, 0.1, 0.0], [0.0, 0.0, 0.0], [0.1, 0.0, 0.1], [0.0, 0.0, 0.0], [0.0, 0.0, 0.0], [0.0, 0.0, 0.0], [0.0, 0.0, 0.0], [0.0, 0.0, 0.0], [0.0, 0.0, 0.0], [0.0, 0.0, 0.0], [0.0, 0.0, 0.0], [0.0, 0.1, -0.3], [0.0, 0.0, 0.0], [0.0, -0.1, 0.1], [0.0, 0.0, 0.0], [0.0, 0.0, 0.1], [0.1, 0.0, -0.4], [0.0, 0.0, 0.0], [0.0, 0.1, -0.1], [0.0, 0.0, 0.0], [0.0, 0.0, 0.0], [0.0, 0.4, 0.0], [0.0, 0.0, 0.0], [0.0, 0.0, 0.0], [-0.6, -1.7, 0.5], [0.0, 0.0, 0.0], [0.0, 0.0, 0.0], [0.0, 0.1, -0.1], [0.0, 0.1, 0.1], [0.0, 0.0, -0.1], [0.6, 1.1, -0.2], [-0.1, 0.1, 0.1], [0.0, 0.0, 0.0], [0.1, 0.1, 0.1], [0.0, 0.0, 0.0], [0.0, 0.0, 0.0], [0.0, 0.0, 0.1], [0.0, 0.0, 0.0], [0.0, 0.0, 0.0], [0.0, 0.0, 0.0], [0.0, 0.0, 0.0], [0.0, 0.0, 0.0], [0.0, 0.0, 0.1], [-0.2, -0.3, -0.1], [0.0, 0.0, 0.0], [0.0, 0.0, 0.0], [0.0, 0.0, 0.0]],
  "lowdin_charge": [-0.486, 0.024, -0.194, 0.868, -0.129, -0.025, -0.140, -0.007, 0.082, 0.123, 0.116, -0.059, 0.093, -0.534, 0.078, -0.964, -0.095, 0.106, -0.234, -0.737, 0.113, -0.268, 0.094, -0.022, 1.653, -0.205, -0.141, -0.108, -0.566, 0.088, -0.607, 0.565, -0.023, 0.557, -0.262, 0.136, -0.124, 0.094, 0.176, 0.025, -0.031, 0.001, -0.144, 0.811, 0.115, 0.119, 0.069],
  "s2": 2.05,
  "multiplicity": 3,
  "charge": 0,
  "orbital_gap_ha": [0.2488, 0.2766],
  "lumo_ev": [-1.29, -1.46],
  "total_energy_ev": -87891.962,
  "relative_energy_kcal_mol": 6.6
}

---

(2)
{
  "formula": "C19H12Cl5InN3O12",
  "method": "the ωB97M-V functional and the def2-TZVPD basis",
  "species": ["C", "C", "O", "O", "N", "C", "Cl", "H", "O", "C", "C", "H", "C", "H", "O", "H", "C", "O", "H", "H", "N", "Cl", "C", "O", "C", "H", "Cl", "In", "C", "C", "H", "C", "H", "H", "H", "C", "N", "C", "Cl", "O", "O", "C", "O", "Cl", "O", "C", "C", "H", "C", "C", "O", "O"],
  "coordinates": [[-1.61495, 2.14275, 2.56404], [4.36592, -1.28226, 0.95467], [-0.62813, -1.13741, 1.17185], [0.37315, 0.04450, -1.32205], [4.84039, -3.23953, -0.44607], [2.08618, -0.70536, 1.51034], [-3.00039, 2.29019, 4.87636], [-2.18175, -2.97372, -2.04166], [-0.44143, 1.92200, 0.48467], [0.50434, -0.45428, -2.50452], [-0.86613, 3.78649, 4.15835], [-1.37713, 1.68422, -2.97803], [-2.29518, 1.09052, -3.02341], [-3.34171, -1.48985, -3.68041], [-4.15905, 2.48717, -2.54336], [5.42481, -1.08746, 1.01613], [3.44570, -0.47742, 1.59414], [3.11593, 1.39610, 2.90089], [-3.93075, -2.92307, -1.77399], [-0.71381, -0.48436, -4.26667], [-1.98528, -0.27355, -2.57627], [-2.71318, 0.87450, 2.12295], [0.14552, 4.15610, 3.26606], [5.14523, 0.77671, 2.52767], [-3.01242, -2.33681, -1.73581], [-4.02792, -0.57147, -2.32732], [-1.02135, 4.57255, 5.68829], [-1.49195, 0.25230, -0.26873], [-3.16230, -1.14600, -2.65608], [-3.31325, 1.74415, -2.08123], [1.38192, -0.04710, 1.99684], [2.52529, -2.61663, 0.12104], [-2.68448, 1.11630, -4.04236], [-0.82899, -1.90431, -3.22724], [-1.98006, -2.34328, -0.07763], [-0.60891, 2.48894, 1.63751], [3.93883, 0.66275, 2.39513], [0.15048, -1.99942, 0.59352], [1.24529, 5.40832, 3.69966], [6.00986, -2.90176, -0.46402], [4.42045, -4.29556, -0.87693], [3.87662, -2.34902, 0.23048], [-3.17186, 1.43071, -0.82530], [1.51430, 3.95895, 0.93419], [1.55446, -0.69554, -3.07818], [-0.79426, -0.81704, -3.23075], [1.62884, -1.78718, 0.76960], [2.17203, -3.44143, -0.48103], [-1.74353, 2.77337, 3.79553], [0.26942, 3.52323, 2.04055], [-0.25702, -2.92156, -0.12070], [-2.78785, -1.88044, -0.40074]],
  "forces_ev_per_angstrom": [[0.1, 0.1, 0.0], [0.2, 0.0, 0.0], [0.4, -0.2, -0.4], [0.0, -0.1, -0.2], [0.2, -0.3, 0.4], [-0.1, 0.1, 0.0], [0.0, 0.0, 0.0], [0.0, -0.1, 0.0], [-0.3, 0.0, 0.4], [0.1, 0.0, 0.2], [0.1, 0.0, 0.0], [0.0, 0.0, -0.1], [0.0, -0.1, 0.1], [0.0, 0.0, -0.1], [0.1, -0.1, 0.2], [0.0, 0.0, 0.0], [-0.1, 0.0, 0.0], [0.1, -0.1, -0.1], [0.0, -0.1, 0.1], [0.0, 0.0, -0.1], [-0.1, 0.0, 0.0], [-0.2, 0.1, 0.3], [-0.1, -0.1, 0.0], [-0.2, 0.0, -0.1], [0.0, 0.1, 0.1], [0.0, 0.0, -0.1], [0.0, 0.0, 0.0], [0.3, 0.0, -0.4], [0.1, 0.1, 0.0], [-0.1, 0.0, 0.1], [0.0, 0.0, 0.0], [0.0, -0.1, -0.1], [0.0, 0.0, -0.1], [-0.1, -0.1, 0.0], [-0.1, -0.2, 0.0], [0.0, -0.1, -0.2], [0.1, 0.0, 0.2], [-0.3, 0.3, -0.1], [0.0, 0.0, 0.0], [-0.2, 0.1, -0.1], [0.0, 0.2, -0.1], [0.0, 0.0, -0.1], [0.0, 0.0, -0.3], [0.0, 0.0, 0.0], [-0.1, 0.1, 0.2], [-0.1, 0.1, 0.1], [-0.1, 0.1, 0.1], [0.0, 0.0, 0.0], [0.0, -0.1, 0.0], [0.0, 0.0, 0.0], [0.0, 0.1, 0.2], [0.3, 0.2, -0.1]],
  "lowdin_charge": [-0.539, 0.088, -0.105, -0.058, -0.345, 0.100, 0.674, 0.117, -0.144, -0.605, -0.719, 0.147, -0.086, 0.139, 0.062, 0.131, -0.095, 0.084, 0.125, 0.135, -0.208, 0.834, -0.699, 0.074, -0.197, 0.133, 0.645, 0.843, -0.144, -0.623, 0.135, 0.092, 0.135, 0.129, 0.052, -0.445, -0.340, -0.560, 0.673, 0.074, 0.081, -0.104, -0.104, 0.731, 0.050, -0.075, -0.085, 0.138, -0.698, -0.604, 0.050, -0.089],
  "charge": -1,
  "orbital_gap_ha": 0.2684,
  "lumo_ev": 1.32,
  "total_energy_ev": -116725.352
}

---

(3)
{
  "formula": "C19H12Co2NO6",
  "method": "the ωB97M-V functional and the def2-TZVPD basis",
  "species": ["Co", "C", "C", "C", "C", "H", "O", "C", "H", "H", "C", "C", "H", "C", "C", "C", "O", "H", "C", "C", "H", "N", "C", "H", "H", "H", "H", "C", "C", "C", "O", "O", "C", "O", "C", "H", "Co", "H", "O", "C"],
  "coordinates": [[0.94669, 1.55497, 2.40179], [0.68343, 3.29239, 2.76799], [2.65995, 1.54962, 1.68758], [-1.80292, 0.07436, -2.22922], [4.05710, -0.67716, 2.14103], [-0.93958, -2.51682, -0.52700], [0.44910, 4.41697, 2.89371], [0.90833, 0.29220, 3.69854], [-1.92342, 1.53785, 4.36048], [-0.27169, -2.81165, -2.92436], [-1.67898, 0.79377, 3.58798], [-0.34998, 0.65120, 3.30480], [1.24582, 0.29266, 4.75528], [-3.73047, -1.56061, 1.49500], [1.46971, -1.40236, 1.25051], [-5.01966, -1.04626, 1.67871], [5.17615, -0.69745, 1.85847], [-3.57322, -2.42049, 0.84555], [-1.16010, -0.75590, -3.20485], [-2.63015, -0.97845, 2.12950], [-5.86797, -1.48686, 1.15213], [-1.16169, -1.82618, -1.23035], [-1.75313, -0.59472, -1.00540], [-2.25372, 1.04081, -2.39530], [-1.00440, -0.52298, -4.24664], [-2.14455, -0.30243, -0.04550], [-6.21170, 0.45529, 2.68997], [-0.77202, -1.92903, -2.55363], [-2.80092, 0.15179, 2.95878], [-4.12495, 0.62558, 3.18418], [2.61719, -2.79762, 4.36236], [-0.33720, 1.93731, -0.16911], [2.48779, -1.89902, 3.64858], [0.90023, -2.07852, 0.49390], [-5.21079, 0.04986, 2.53392], [-4.26619, 1.45257, 3.88646], [2.33525, -0.55093, 2.53436], [-1.62031, -1.38249, 2.02250], [3.53196, 2.08994, 1.13044], [0.16735, 1.70159, 0.84864]],
  "forces_ev_per_angstrom": [[1.7, 3.6, -2.0], [0.7, 1.2, 0.3], [0.4, 1.0, 0.1], [0.4, -0.9, 0.5], [1.4, 1.0, -0.2], [-0.1, 0.4, -0.2], [0.0, -1.6, -0.1], [-0.2, -2.3, 1.7], [0.2, 0.6, -1.0], [0.0, 0.1, 0.1], [-1.9, 0.4, 0.3], [1.1, -1.4, 1.8], [-0.8, -0.3, -0.5], [0.1, 0.2, 0.4], [-1.8, -1.2, -2.0], [0.0, -0.1, -0.2], [-1.2, -0.3, 0.2], [-0.1, 0.1, 0.1], [-0.1, -0.6, 1.0], [-0.5, -0.1, -0.1], [0.2, 0.1, 0.1], [-0.2, 0.6, -0.7], [-0.1, -0.2, -1.5], [0.1, 0.0, 0.1], [0.0, -0.1, 0.0], [0.2, -0.1, -0.1], [0.2, -0.1, 0.0], [-0.6, 0.9, 0.1], [0.5, -0.4, 1.0], [-0.1, -0.2, -0.2], [-0.2, 0.8, -1.0], [1.0, -0.1, 1.7], [0.0, -0.3, 1.4], [1.4, 1.0, 1.5], [0.5, 0.0, 0.1], [0.0, -0.2, -0.3], [0.5, -0.3, 0.0], [-0.3, 0.0, -0.1], [-0.8, -1.0, 0.5], [-1.8, 0.0, -2.8]],
  "lowdin_charge": [0.036, -0.095, -0.212, -0.113, -0.184, 0.115, 0.113, -0.220, 0.107, 0.093, -0.114, -0.220, 0.084, -0.127, -0.108, -0.133, 0.111, 0.095, -0.118, -0.084, 0.083, 0.000, -0.132, 0.085, 0.074, 0.078, 0.090, -0.143, -0.252, -0.067, 0.117, 0.116, -0.178, 0.079, -0.122, 0.099, 0.003, 0.104, 0.073, -0.132],
  "charge": -1,
  "orbital_gap_ha": 0.1954,
  "lumo_ev": 2.42,
  "total_energy_ev": -108923.550,
  "relative_energy_kcal_mol": 27.8
}

---

(4)
{
  "formula": "C19H12F2N4OS",
  "method": "the ωB97M-V functional and the def2-TZVPD basis",
  "species": ["C", "C", "H", "N", "O", "H", "H", "C", "C", "H", "H", "F", "F", "N", "H", "C", "C", "C", "H", "H", "C", "C", "N", "C", "H", "H", "H", "C", "C", "H", "C", "C", "C", "C", "N", "C", "C", "C", "S"],
  "coordinates": [[-1.65314, 1.22052, -1.39390], [-0.55450, -6.63656, -1.24131], [-1.00485, -7.13913, -3.23917], [-2.26769, 0.84187, -2.55690], [-0.46269, -7.26430, -0.19337], [-0.18915, -2.49874, -3.46951], [1.72856, 6.21365, 4.53193], [-1.28985, -0.84559, -1.57275], [-0.86661, -2.23922, -1.44051], [2.20886, 3.61004, 0.27325], [-2.00863, 3.37253, -0.93839], [2.69118, 7.64191, 2.52327], [1.00711, 3.82678, 4.62412], [-0.93872, 0.30947, -0.76978], [-1.02243, -4.75451, 0.90376], [2.39924, 5.55306, 1.27167], [-0.76212, 2.62853, 0.51019], [1.81060, 5.74570, 3.53113], [-0.83359, 3.55683, 1.10417], [2.88454, 6.01978, 0.41862], [-0.81943, -4.32303, -0.06510], [-1.11152, -2.90391, -0.21760], [-2.11645, -0.54412, -2.58444], [-0.28337, -2.95407, -2.50734], [0.13436, -4.89256, -3.20798], [-1.56055, -2.34638, 0.62408], [-0.99722, -8.32136, -2.11489], [-0.45911, -5.05717, -1.26263], [2.24162, 6.42096, 2.44683], [0.32335, -0.57532, 0.78933], [1.45752, 4.33082, 3.46585], [-1.46217, 2.48296, -0.70174], [2.04892, 4.15739, 1.18757], [-0.17739, -4.32898, -2.36704], [-0.60766, -7.47042, -2.34291], [-0.04338, 1.54841, 1.01069], [-0.17699, 0.34675, 0.34829], [1.55030, 3.52011, 2.30761], [1.18302, 1.74725, 2.31490]],
  "forces_ev_per_angstrom": [[-0.2, 4.5, -1.2], [1.2, -0.5, 1.4], [0.5, 0.1, 0.9], [0.3, -0.4, 2.6], [-0.4, 1.5, 0.3], [0.4, 0.3, -0.3], [0.0, -0.3, -0.8], [-0.7, -0.3, -1.2], [0.7, -0.8, 1.1], [0.1, 0.1, -0.1], [-0.4, 0.1, -0.7], [0.1, 0.9, -0.4], [0.1, -0.2, -0.3], [-0.9, -6.4, -1.9], [0.0, -0.5, -0.2], [-0.1, 0.4, 0.0], [-1.6, 0.5, -2.0], [-1.2, -2.1, 2.2], [0.2, -0.5, -0.8], [-0.2, -0.1, -0.1], [-0.7, 1.8, -1.9], [0.9, -2.1, 0.0], [2.3, 2.0, 2.0], [-1.5, 0.1, 1.4], [0.3, -0.3, -1.0], [0.4, -0.4, -0.5], [-0.6, -2.2, 0.8], [-1.2, -1.0, 3.1], [0.4, -4.5, -2.4], [-0.8, 1.1, -1.3], [0.2, 1.3, -0.6], [-0.5, 1.0, 1.5], [0.8, 3.2, 0.5], [0.4, 0.2, -1.4], [-0.2, 3.6, -2.7], [1.1, -1.1, -0.2], [1.6, 0.2, 2.4], [-0.5, 0.2, 1.4], [-0.3, 0.3, 0.2]],
  "lowdin_charge": [-0.310, -0.429, 0.112, 0.058, 0.037, 0.110, 0.141, -0.220, -0.180, 0.114, 0.101, 0.122, 0.054, 0.061, 0.105, 0.026, -0.087, 0.059, 0.124, 0.103, 0.033, -0.011, 0.093, 0.002, 0.102, 0.116, 0.067, -0.114, -0.303, 0.155, -0.242, 0.049, -0.090, -0.069, 0.144, -0.505, -0.061, -0.473, 1.006],
  "charge": 0,
  "smiles": "NC(=O)c1ccc(-c2nnc3ccc(Sc4ccc(F)cc4F)cn23)cc1",
  "orbital_gap_ha": 0.2989,
  "lumo_ev": -0.15,
  "total_energy_ev": -44173.005,
  "relative_energy_kcal_mol": 48.5
}